Entry 1:
Computed, not measured: a structure of composition C4H3AgO5, with the ωB97M-V functional and the def2-TZVPD basis.

LUMO energy (alpha / beta): -5.6515 / -8.3811 eV
Relative energy (zero: lowest compared OMol25 entry of this formula, charge and spin): 47.37 kcal/mol
Spin multiplicity: 2
HOMO (alpha / beta): -15.41 / -15.42 eV
Charge: +1
Kohn-Sham gap (alpha / beta): 9.762 / 7.040 eV

Last column: Löwdin spin population.
Atoms and positions in Å:
1 O -2.32030 -2.29092 -1.37200  0.25
2 C -1.55279 -1.81169 -0.60549  0.25
3 C 0.43483 -0.29527 -0.50456  0.01
4 C 0.83604 1.16280 -0.69520  0.01
5 O 0.82332 1.75269 0.60562  0.00
6 C 0.24920 1.01715 1.54074  0.00
7 O 0.05318 -0.23950 1.06706  0.06
8 O -0.07990 1.41050 2.61740  0.00
9 O -0.63256 -0.67488 -1.22983  0.23
10 H 1.26475 -1.01487 -0.55110  0.00
11 H 0.11047 1.68193 -1.33028  0.00
12 H 1.85217 1.25061 -1.09410  0.00
13 Ag -1.03842 -1.94854 1.55174  0.17

---

Entry 2:
Computed, not measured: a cluster of 12 separate species, C6H35NO11 in total, with the ωB97M-V functional and the def2-TZVPD basis.

LUMO energy: -0.0440 eV
Relative energy (zero: lowest compared OMol25 entry of this formula, charge and spin): 59.79 kcal/mol
HOMO: -9.46 eV
SMILES: C=C(C)C[C@H](C)N.O.O.O.O.O.O.O.O.O.O.O
Kohn-Sham gap: 9.417 eV

Last column: Löwdin charge in e.
Atoms and positions in Å:
1 C -0.64777 -0.62927 -1.82128  0.03
2 C -0.36667 -1.40004 -0.76453  -0.35
3 C 0.04250 -2.83205 -0.91561  -0.06
4 C -0.70989 -0.93023 0.59312  -0.12
5 C -0.38150 0.61785 0.88152  -0.43
6 C 0.94916 1.05140 0.32899  -0.06
7 N -0.45778 0.86286 2.30585  0.03
8 H -0.94025 0.39515 -1.69834  0.04
9 H -0.57047 -0.96718 -2.85462  0.09
10 H 1.02727 -3.09284 -0.51314  0.07
11 H -0.03575 -3.04480 -2.00365  0.10
12 H -0.63361 -3.54805 -0.41271  0.09
13 H -0.07363 -1.51752 1.30839  0.10
14 H -1.74711 -1.09256 0.86830  0.09
15 H -1.18791 1.09433 0.32759  0.11
16 H 1.72637 0.57076 0.97757  0.10
17 H 1.12355 0.91479 -0.75619  0.06
18 H 1.02625 2.14129 0.38752  0.06
19 H -0.15038 1.74022 2.70953  0.09
20 H -0.01184 0.16631 2.89021  0.09
21 O 3.57204 -1.59414 0.07011  -0.08
22 H 4.48683 -1.72970 -0.19427  0.03
23 H 3.17179 -1.25103 -0.75509  -0.01
24 O -1.92611 -2.91955 2.12366  -0.07
25 H -2.84896 -2.90182 1.84627  0.06
26 H -1.83014 -2.41391 2.93522  0.04
27 O -0.46713 4.22471 -0.43426  -0.05
28 H -0.88238 4.18101 0.42780  0.04
29 H -0.99077 3.69473 -1.04386  0.01
30 O 2.43116 -0.97789 -2.42700  -0.07
31 H 2.30618 -0.08371 -2.80189  0.00
32 H 1.50419 -1.17765 -2.22408  -0.01
33 O -3.93497 2.46538 0.66199  -0.05
34 H -3.95595 2.80766 1.55934  0.04
35 H -4.36219 1.60167 0.69621  0.04
36 O -3.15478 -0.41925 2.88378  -0.08
37 H -3.48064 0.12598 3.60593  0.04
38 H -2.37652 0.06295 2.53439  0.00
39 O 1.89758 3.81496 -2.61278  -0.05
40 H 1.00241 4.12539 -2.42627  0.04
41 H 2.25345 3.70352 -1.72180  0.06
42 O 1.96947 1.38501 -3.76058  -0.08
43 H 2.35116 2.13247 -3.24473  0.03
44 H 1.53438 1.87906 -4.46805  0.06
45 O 1.08627 -3.63177 1.57553  -0.06
46 H 0.31321 -3.38467 2.08469  0.02
47 H 0.99942 -4.33703 0.93502  0.05
48 O 2.99448 -2.06847 3.47433  -0.07
49 H 3.70514 -1.69676 2.93574  0.03
50 H 2.40287 -2.58376 2.92211  -0.02
51 O -2.41432 2.42220 -2.51612  -0.05
52 H -2.16308 1.49250 -2.54288  0.01
53 H -3.17463 2.55152 -1.93695  0.03

---

Entry 3:
Computed, not measured: the ion C5H12N3 with charge +1, with the ωB97M-V functional and the def2-TZVPD basis.

LUMO energy (alpha / beta): -4.8843 / -4.8876 eV
Relative energy (zero: lowest compared OMol25 entry of this formula, charge and spin): 81.27 kcal/mol
HOMO (alpha / beta): -13.07 / -13.06 eV
Charge: +1
Kohn-Sham gap (alpha / beta): 8.185 / 8.177 eV

Last column: Löwdin charge in e.
Atoms and positions in Å:
1 C -2.15940 0.44932 0.02574  -0.33
2 C -0.31318 -0.84503 -0.56807  -0.36
3 C 0.47086 0.35367 -0.15614  -0.19
4 C 0.11406 -2.13616 0.16399  -0.03
5 C 1.28095 1.17662 -1.07767  -0.01
6 N -1.74695 -0.69739 -0.31229  0.08
7 N -1.39447 1.48384 0.38043  0.12
8 N 0.87757 0.37326 1.26694  0.24
9 H -3.23818 0.55764 0.11693  0.14
10 H -0.20666 -0.99599 -1.64796  0.16
11 H -0.27052 -2.97750 -0.40546  0.10
12 H -0.34255 -2.18881 1.14831  0.09
13 H 1.19665 -2.23569 0.22635  0.08
14 H 1.50662 2.15525 -0.65925  0.10
15 H 0.75220 1.31998 -2.01491  0.11
16 H 2.22331 0.67535 -1.31385  0.11
17 H -1.60673 2.39785 0.00660  0.08
18 H 0.01343 0.41338 1.83006  0.17
19 H 1.44262 1.20388 1.47909  0.18
20 H 1.40038 -0.48346 1.51113  0.17

---

Entry 4:
Computed, not measured: a structure of composition C20H27ClFN3O2, with the ωB97M-V functional and the def2-TZVPD basis.

LUMO energy: 0.5528 eV
Relative energy (zero: lowest compared OMol25 entry of this formula, charge and spin): 563.29 kcal/mol
HOMO: -7.83 eV
Kohn-Sham gap: 8.385 eV

Last column: Löwdin charge in e.
Atoms and positions in Å:
1 O -0.99375 -1.43966 -0.19336  -0.03
2 C -0.42472 -0.48283 -0.85910  -0.28
3 N 0.90386 -0.17825 -1.03305  0.10
4 H 1.11849 0.52452 -1.51804  0.01
5 C 1.78883 -1.30347 -0.58194  -0.26
6 C 2.31369 -0.50417 0.84310  -0.10
7 C 3.62733 -1.09232 1.42660  -0.07
8 C 4.88146 -0.27519 0.44365  -0.14
9 C 5.04948 -0.68565 -0.98395  -0.32
10 C 3.91820 -0.54939 -1.79027  -0.23
11 H 3.44082 0.71218 -1.64732  0.21
12 C 2.66754 -1.42824 -1.61499  -0.19
13 H 3.25187 -2.65914 -1.35515  0.22
14 H 2.22238 -1.60658 -2.39181  0.02
15 H 4.19142 -0.62735 -2.94722  0.15
16 H 5.86645 -0.16495 -1.16845  0.05
17 H 5.42447 -1.92711 -0.87401  0.20
18 H 4.73592 0.73459 0.69740  0.06
19 H 5.91960 -0.43176 1.05281  0.14
20 H 3.72550 -1.99776 1.23107  0.02
21 H 3.76227 -0.78427 2.24248  -0.03
22 H 1.52395 -0.39693 1.75982  0.13
23 H 2.47553 0.75911 0.61453  0.15
24 H 1.16981 -1.97629 0.07469  0.16
25 C -1.43880 0.77816 -1.72648  0.11
26 H -0.90545 0.95219 -2.43582  -0.04
27 H -2.40919 0.00617 -1.68434  0.13
28 C -1.53475 2.04586 -0.63059  -0.02
29 N -2.27323 1.72086 0.80321  -0.07
30 C -1.28322 1.25441 1.81119  -0.12
31 C -0.26747 2.49877 1.91682  -0.07
32 N 0.32150 2.67129 0.58157  0.12
33 C -0.14552 2.54017 -0.48886  -0.64
34 O 0.43860 2.63594 -1.53870  0.06
35 H 1.22009 3.09011 0.72852  0.17
36 H -0.73019 3.48419 2.40729  0.16
37 H 0.51143 2.06368 2.50482  0.09
38 H -0.82051 0.36602 1.76241  0.05
39 H -1.90855 1.19742 2.67148  0.10
40 C -3.70697 1.52429 0.84859  -0.03
41 C -3.87948 -0.10962 0.55864  -0.07
42 C -3.82358 -1.01729 1.49893  -0.39
43 C -4.05121 -2.45248 0.98527  0.05
44 C -4.59380 -2.84883 -0.23018  0.05
45 C -4.98764 -1.62748 -1.20040  -0.06
46 C -4.43696 -0.44016 -0.80756  -0.65
47 Cl -4.97789 0.74935 -1.88113  0.74
48 H -5.23268 -2.05237 -2.03034  0.03
49 H -4.72592 -3.64004 -0.62499  -0.02
50 H -3.82426 -3.11196 1.71444  0.06
51 F -3.14184 -0.77224 2.42885  0.24
52 H -4.10704 2.11598 0.03464  0.10
53 H -3.73331 1.65221 1.68006  -0.03
54 H -2.11257 2.50631 -1.08486  0.00

---

Entry 5:
Computed, not measured: the ion C4H9N2 with charge +1, with the ωB97M-V functional and the def2-TZVPD basis.

LUMO energy: -4.7866 eV
Relative energy (zero: lowest compared OMol25 entry of this formula, charge and spin): 111.64 kcal/mol
HOMO: -14.81 eV
Charge: +1
Kohn-Sham gap: 10.021 eV

Last column: Löwdin charge in e.
Atoms and positions in Å:
1 C -1.31899 -1.43706 0.43653  0.16
2 C 1.03755 0.45835 0.71370  -0.12
3 C 2.43436 0.35511 0.94901  -0.07
4 C -1.90079 0.28542 -1.33184  -0.06
5 N 0.24301 -0.60404 0.78382  0.09
6 N -1.91040 -0.87831 -0.51594  -0.07
7 H 0.68334 1.30322 0.17478  0.12
8 H 2.85078 0.74175 1.99446  0.16
9 H 3.03326 1.05750 0.19691  0.15
10 H 2.86917 -0.62493 0.78348  0.09
11 H -2.34547 0.15236 -2.31603  0.11
12 H -2.35965 1.17227 -0.85816  0.12
13 H -0.96808 0.67374 -1.68611  0.08
14 H 0.46996 -1.38993 1.39994  0.10
15 H -2.81805 -1.26545 -0.72455  0.15

---

Entry 6:
Computed, not measured: a structure of composition C35H32As2F6OOsSSb, with the ωB97M-V functional and the def2-TZVPD basis.

LUMO energy (alpha / beta): -12.5096 / -12.8515 eV
Relative energy (zero: lowest compared OMol25 entry of this formula, charge and spin): 74.79 kcal/mol
HOMO (alpha / beta): -16.75 / -16.72 eV
Charge: +3
Kohn-Sham gap (alpha / beta): 4.242 / 3.869 eV

Last column: Löwdin charge in e.
Atoms and positions in Å:
1 Os -0.03478 0.39983 -0.43707  1.17
2 C -0.77819 0.00699 3.02861  -0.36
3 C -2.06690 -0.27142 2.25971  -0.38
4 As -1.62104 -1.13669 0.54218  1.22
5 C -1.26892 -2.99403 1.07654  -0.37
6 C -2.33928 -3.65167 1.68970  -0.10
7 C -2.19023 -4.97164 2.07983  -0.03
8 C -0.98665 -5.62449 1.85584  -0.03
9 C 0.07522 -4.96555 1.25722  -0.04
10 C -0.05792 -3.63859 0.86541  -0.10
11 C -3.28912 -1.28182 -0.45078  -0.37
12 C -3.58278 -2.46596 -1.13050  -0.09
13 C -4.80136 -2.59650 -1.77910  -0.03
14 C -5.71474 -1.55038 -1.76180  -0.02
15 C -5.41562 -0.36850 -1.09736  -0.04
16 C -4.19646 -0.22447 -0.45289  -0.12
17 As 0.48898 1.02221 1.87714  1.23
18 C 2.23539 0.70267 2.69628  -0.36
19 C 3.26237 0.06079 2.01754  -0.11
20 C 4.47363 -0.14879 2.66249  -0.04
21 C 4.65477 0.30333 3.96375  -0.03
22 C 3.61929 0.92548 4.64827  -0.03
23 C 2.40854 1.14269 4.01344  -0.09
24 C 0.20861 2.90991 2.30337  -0.36
25 C -0.96593 3.32493 2.92596  -0.10
26 C -1.07455 4.63390 3.36940  -0.03
27 C -0.03709 5.53056 3.15038  -0.01
28 C 1.12429 5.11943 2.51136  -0.02
29 C 1.24855 3.80982 2.07636  -0.09
30 H -0.97622 0.54335 3.96727  0.10
31 H -0.29077 -0.94471 3.28999  0.09
32 H -2.58849 0.66309 2.02331  0.06
33 H -2.74373 -0.90898 2.84650  0.10
34 H -3.28487 -3.13078 1.83777  0.12
35 H -3.01166 -5.48577 2.55419  0.13
36 H -0.88092 -6.65755 2.15230  0.13
37 H 1.00621 -5.48409 1.08740  0.12
38 H 0.76578 -3.11312 0.38788  0.10
39 H -2.86220 -3.28108 -1.13265  0.12
40 H -5.04162 -3.51693 -2.29032  0.13
41 H -6.65925 -1.64877 -2.27953  0.13
42 H -6.12857 0.44282 -1.07587  0.12
43 H -3.95666 0.70456 0.05564  0.08
44 H 3.11732 -0.26634 0.99184  0.09
45 H 5.27575 -0.65593 2.14793  0.12
46 H 5.61871 0.19383 4.43947  0.13
47 H 3.76198 1.25429 5.66709  0.13
48 H 1.60097 1.65266 4.53310  0.12
49 H -1.78827 2.63652 3.08177  0.10
50 H -1.96586 4.93902 3.89938  0.13
51 H -0.14191 6.56077 3.46405  0.13
52 H 1.94292 5.80377 2.34491  0.13
53 H 2.15533 3.49529 1.56986  0.11
54 F 1.97789 1.77608 -0.32147  -0.47
55 Sb 2.23503 2.85915 -2.10589  1.58
56 F 0.53725 1.75802 -2.38322  -0.44
57 F 1.04060 4.08138 -1.21817  -0.37
58 F 1.82362 3.44159 -3.83884  -0.30
59 F 3.75963 3.53388 -1.25757  -0.29
60 F 3.16372 1.29418 -2.67269  -0.30
61 C -1.32583 -0.43946 -4.19798  0.04
62 C -0.08958 -0.67790 -3.40723  -0.34
63 O -0.15495 -0.81551 -2.16634  -0.19
64 C 1.18929 -0.74807 -4.09333  -0.18
65 C 1.36662 -0.22665 -5.38676  0.02
66 C 2.62017 -0.25514 -5.97354  -0.02
67 C 3.70062 -0.81977 -5.30458  0.00
68 C 3.53178 -1.35604 -4.03276  -0.04
69 C 2.28745 -1.32497 -3.43001  -0.02
70 H -2.21174 -0.54875 -3.57394  0.09
71 H -1.37388 -1.13464 -5.03462  0.12
72 H -1.31012 0.56965 -4.61373  0.12
73 H 0.54983 0.23199 -5.92204  0.12
74 H 2.75867 0.17328 -6.95425  0.13
75 H 4.67570 -0.82598 -5.76836  0.13
76 H 4.37773 -1.77784 -3.51222  0.12
77 H 2.14020 -1.75495 -2.44733  0.11
78 S -1.90101 3.23317 -1.25066  1.04
79 C -1.67076 1.95533 -0.45705  -0.61